Model A:
One molecule with the formula C4H9N3, computed with ωB97M-V/def2-TZVPD.

```
16
Properties=species:S:1:pos:R:3:nbo_charge:R:1
C -0.027 2.403 -0.646 -0.054
N -0.993 1.640 -0.898 -0.374
C -1.532 0.545 0.180 -0.296
C -0.444 -0.464 0.260 0.415
N -0.609 -1.501 1.146 -0.832
N 0.559 -0.272 -0.506 -0.505
C 1.730 -1.108 -0.460 -0.446
H 0.768 2.185 0.069 0.149
H 0.071 3.288 -1.268 0.168
H -2.475 0.107 -0.163 0.217
H -1.621 1.109 1.108 0.212
H -0.069 -2.338 0.999 0.392
H -1.514 -1.631 1.566 0.388
H 2.472 -0.665 -1.126 0.205
H 2.164 -1.169 0.545 0.182
H 1.520 -2.128 -0.807 0.177
```

* charge: 0
* HOMO level: -8.78 eV
* SMILES: C=NC/C(N)=N/C

=====

Model B:
C4H9N3 as an isolated structure, computed with ωB97M-V/def2-TZVPD.

```
16
Properties=species:S:1:pos:R:3:nbo_charge:R:1
C 1.218 -0.105 0.000 0.548
C -1.130 -1.187 -0.006 -0.224
C -2.235 -0.018 -0.004 -0.407
C -1.132 1.039 0.175 -0.228
H 0.736 1.873 -0.379 0.370
H 1.913 1.642 0.983 0.351
H 3.032 -1.197 -0.141 0.381
H -0.916 -2.092 0.764 0.227
H -1.290 -1.672 -1.025 0.190
H -2.608 0.161 -1.067 0.217
H -2.868 0.083 0.816 0.215
H -1.088 1.842 -0.550 0.197
H -0.785 1.187 1.290 0.193
N 1.638 1.182 -0.221 -0.805
N 1.920 -1.151 0.120 -0.772
N -0.193 -0.060 -0.139 -0.452
```

* charge: 0
* HOMO level: -8.47 eV

=====

Which of them is most stable? Easy: model A.

=====

Model A:
C4H9N3 as an isolated structure, computed with ωB97M-V/def2-TZVPD.

```
16
Properties=species:S:1:pos:R:3:nbo_charge:R:1
C -0.365 -1.822 0.169 -0.415
N -0.753 -0.476 -0.223 -0.268
C 0.221 0.548 -0.113 0.025
N -2.050 -0.148 0.254 -0.651
C 1.600 0.141 -0.190 0.218
C -0.134 1.898 -0.223 -0.698
N 2.831 0.265 -0.111 -0.576
H -2.552 0.317 -0.494 0.356
H -1.970 0.530 1.014 0.353
H 3.317 -0.054 -0.954 0.366
H 1.013 0.498 0.988 0.257
H -1.179 -2.497 -0.082 0.227
H 0.527 -2.121 -0.381 0.206
H -0.163 -1.903 1.248 0.176
H 0.603 2.659 -0.019 0.212
H -0.946 2.165 -0.884 0.213
```

* charge: 0
* HOMO level (spin up / spin down): -7.00 / -6.99 eV

=====

Model B:
One molecule with the formula C4H9N3, computed with ωB97M-V/def2-TZVPD.

```
16
Properties=species:S:1:pos:R:3:nbo_charge:R:1
N 0.716 0.605 -0.555 -0.564
C 0.686 -0.676 -0.817 0.515
C -0.433 0.658 0.562 0.355
N 1.503 -1.356 -1.642 -0.773
N 0.125 0.763 1.863 -0.858
C -0.310 -1.172 0.127 -0.657
C -1.467 1.504 0.195 -0.794
H 1.081 1.359 -1.131 0.393
H 2.201 -0.887 -2.196 0.400
H 1.330 -2.331 -1.809 0.412
H -0.246 1.562 2.361 0.374
H 0.043 -0.082 2.409 0.365
H -2.144 1.862 0.958 0.196
H -1.806 1.538 -0.832 0.189
H 0.024 -1.986 0.776 0.206
H -1.301 -1.361 -0.268 0.241
```

* charge: 0
* HOMO level: -5.97 eV

=====

Model C:
A 2-piece molecular cluster, C4H9N3 overall, computed with ωB97M-V/def2-TZVPD.

```
16
Properties=species:S:1:pos:R:3:nbo_charge:R:1
H -3.278 -1.727 -0.502 0.357
N -2.784 -0.831 -0.622 -0.560
C -1.654 -0.687 -0.080 0.215
C -0.973 -1.791 0.644 0.213
N -0.490 -2.671 1.213 -0.305
C -0.852 0.549 -0.329 -0.477
C -0.623 1.353 1.007 -0.568
H 0.076 0.339 -0.777 0.266
H -1.457 0.921 -1.197 0.234
H -0.021 2.097 0.735 0.210
H -0.194 0.575 1.807 0.202
H -1.522 1.669 1.316 0.203
N 2.061 -0.790 -0.826 -1.087
H 2.431 -0.533 0.101 0.365
H 2.772 -0.773 -1.506 0.364
H 1.714 -1.735 -0.708 0.368
```

* charge: 0
* HOMO level: -10.25 eV
* SMILES: [H]/N=C(\C#N)CC.N

=====

Model D:
One molecule with the formula C4H9N3, computed with ωB97M-V/def2-TZVPD.

```
16
Properties=species:S:1:pos:R:3:nbo_charge:R:1
H 1.526 0.275 3.135 0.328
N 0.595 0.406 2.746 -0.725
C 0.569 0.623 1.502 0.463
N 1.626 0.739 0.647 -0.841
C -0.778 0.855 0.846 -0.529
C -1.023 -0.129 -0.251 0.151
N -0.236 -0.226 -1.228 -0.442
C -0.467 -1.182 -2.264 -0.427
H 1.411 0.621 -0.335 0.418
H 2.525 0.405 0.958 0.381
H -0.769 1.865 0.429 0.240
H -1.548 0.787 1.611 0.244
H -1.913 -0.766 -0.152 0.152
H 0.398 -1.844 -2.320 0.206
H -0.539 -0.648 -3.212 0.208
H -1.375 -1.781 -2.111 0.172
```

* charge: 0
* HOMO level: -9.05 eV
* SMILES: [H]/N=C(\N)C/C=N/C

=====

Which of them is most stable? Easy: model D.

=====

Model A:
A 3-piece molecular cluster, C4H9N3 overall, computed with ωB97M-V/def2-TZVPD.

```
16
Properties=species:S:1:pos:R:3:nbo_charge:R:1
C -2.565 -0.585 -1.020 -0.519
N -0.401 -0.328 -0.844 -0.622
C 1.773 0.450 0.254 0.464
C -0.452 0.114 0.345 0.350
N 2.485 -0.338 -0.579 -0.869
C -0.848 0.241 1.585 -0.594
N 2.133 1.333 1.059 -0.773
H -0.344 0.407 -1.549 0.385
H 3.476 -0.481 -0.408 0.383
H 1.998 -1.110 -1.008 0.404
H 3.138 1.514 1.177 0.338
H -2.820 -1.278 -0.228 0.188
H -3.019 0.397 -0.949 0.185
H -2.536 -1.007 -2.017 0.190
H -1.862 0.009 1.878 0.226
H -0.155 0.662 2.304 0.263
```

* charge: 0
* HOMO level (spin up / spin down): -7.42 / -7.67 eV

=====

Model B:
A 2-piece molecular cluster, C4H9N3 overall, computed with ωB97M-V/def2-TZVPD.

```
16
Properties=species:S:1:pos:R:3:nbo_charge:R:1
C -0.022 1.532 0.292 -0.122
C -1.150 -0.383 -0.085 0.003
N 2.099 -1.657 0.288 -0.646
N 0.617 1.995 -0.829 -0.780
C -0.048 -1.190 -0.228 -0.121
C -2.445 -0.378 0.138 -0.493
N 1.167 -0.667 -0.011 -0.280
H 1.905 -2.137 1.167 0.348
H 3.017 -1.235 0.363 0.355
H 1.515 1.554 -0.993 0.388
H 0.056 1.990 -1.669 0.375
H -0.138 -2.218 -0.606 0.194
H 0.574 1.468 1.190 0.194
H -1.007 1.943 0.461 0.183
H -2.953 -0.663 1.059 0.203
H -3.187 0.047 -0.538 0.197
```

* charge: 0
* HOMO level (spin up / spin down): -7.28 / -6.45 eV

=====

Which of them is most stable? Easy: model B.

=====

Model A:
C4H9N3 as an isolated structure, computed with ωB97M-V/def2-TZVPD.

```
16
Properties=species:S:1:pos:R:3:nbo_charge:R:1
C -0.547 -0.566 -0.640 -0.271
C -1.799 -0.910 0.135 -0.658
N 0.915 -1.569 0.082 -0.033
N 1.979 -1.514 -0.456 -0.379
H 2.199 -2.241 -1.165 0.332
H -0.555 0.421 -1.103 0.180
H -0.482 -1.201 -1.525 0.181
H -1.730 -1.907 0.567 0.227
H -2.673 -0.918 -0.524 0.220
H -2.005 -0.182 0.920 0.208
C 0.632 2.137 0.347 -0.714
C 0.839 0.902 1.108 0.269
N 1.471 0.246 1.849 -0.304
H 0.905 1.938 -0.693 0.245
H 1.273 2.942 0.706 0.255
H -0.420 2.421 0.390 0.241
```

* charge: 0
* HOMO level (spin up / spin down): -7.82 / -7.76 eV

=====

Model B:
One molecule with the formula C4H9N3, computed with ωB97M-V/def2-TZVPD.

```
16
Properties=species:S:1:pos:R:3:nbo_charge:R:1
C -0.257 -1.475 -0.375 -0.269
N 0.379 -0.515 -1.347 -0.658
C 0.724 0.689 -0.546 0.073
C -0.583 1.405 -0.148 -0.251
N -1.057 0.487 0.973 -0.615
C -0.090 -0.622 0.944 0.082
N 1.111 0.138 0.728 -0.608
H -1.313 -1.643 -0.605 0.183
H 0.298 -2.455 -0.418 0.188
H -0.194 -0.311 -2.180 0.362
H 1.437 1.281 -1.097 0.209
H -0.535 2.413 0.261 0.197
H -1.254 1.530 -1.015 0.178
H -1.997 0.184 0.829 0.355
H -0.166 -1.261 1.853 0.205
H 1.933 -0.484 0.645 0.368
```

* charge: 0
* HOMO level: -8.39 eV
* SMILES: C1N[C@H]2CN[C@@H]1N2

=====

Model C:
C4H9N3 as an isolated structure, computed with ωB97M-V/def2-TZVPD.

```
16
Properties=species:S:1:pos:R:3:nbo_charge:R:1
N 1.109 -1.591 1.852 -0.776
C 0.656 -0.795 0.893 0.240
N 1.056 0.465 0.850 -0.645
H 0.870 -2.567 1.833 0.406
H 1.630 -1.266 2.665 0.362
H 1.684 0.852 1.545 0.382
H -2.525 0.182 0.089 0.161
C 0.567 1.404 -0.146 0.297
C -1.643 -0.077 -0.501 -0.502
C -1.742 -0.070 -1.823 -0.429
N 1.017 1.474 -1.328 -0.594
H 1.519 0.632 -1.598 0.340
H -0.065 2.183 0.263 0.181
H -0.605 -0.723 0.229 0.230
H -0.881 -0.284 -2.452 0.168
H -2.647 0.182 -2.370 0.180
```

* charge: 0
* HOMO level: -7.39 eV

=====

Which of them is most stable? Easy: model B.

=====

Model A:
A 2-piece molecular cluster, C11H15N overall, computed with ωB97M-V/def2-TZVPD.

```
27
Properties=species:S:1:pos:R:3:nbo_charge:R:1
C 0.899 -2.408 -1.977 -0.661
C 0.798 -1.073 -1.364 -0.096
C 0.826 0.178 -1.874 -0.019
N 0.834 1.106 -0.848 -0.534
C 0.783 0.416 0.345 0.135
C 0.492 0.950 1.616 -0.229
C 0.433 0.056 2.652 -0.225
C 0.723 -1.327 2.439 -0.228
C 0.765 -1.826 1.162 -0.198
C 0.739 -0.952 0.071 -0.093
H 0.425 -3.233 -1.415 0.222
H 1.882 -2.855 -2.157 0.221
H 0.322 -2.765 -2.846 0.230
H 0.864 0.538 -2.889 0.213
H 1.161 2.054 -0.858 0.412
H 0.244 2.002 1.682 0.212
H -0.116 0.180 3.579 0.215
H 0.878 -1.925 3.326 0.210
H 0.942 -2.889 1.046 0.214
C -2.997 1.870 0.107 -0.616
C -2.645 2.077 -1.335 -0.620
H -2.444 2.541 0.764 0.201
H -4.055 2.085 0.296 0.202
H -2.918 0.877 0.536 0.216
H -2.868 3.046 -1.797 0.204
H -3.077 1.368 -2.040 0.207
H -1.568 2.083 -1.528 0.205
```

* charge: 0
* HOMO level: -7.98 eV
* SMILES: Cc1c[nH]c2ccccc12.CC

=====

Model B:
One molecule with the formula C11H15N, computed with ωB97M-V/def2-TZVPD.

```
27
Properties=species:S:1:pos:R:3:nbo_charge:R:1
C 3.024 1.776 -0.532 -0.231
C 2.279 0.950 -0.048 -0.005
C 1.393 -0.426 0.426 -0.163
C 1.933 -1.057 1.639 -0.611
C 1.404 -1.314 -0.699 0.283
N 1.606 -2.052 -1.552 -0.292
C -0.053 0.090 0.540 -0.196
C -0.974 -1.072 0.939 -0.431
C -2.137 -0.946 -0.089 -0.395
C -1.498 -0.382 -1.321 -0.405
C -0.613 0.721 -0.784 -0.225
C -1.407 2.056 -0.633 -0.614
H 3.711 2.527 -0.515 0.226
H 2.018 -0.343 2.516 0.236
H 2.989 -1.374 1.425 0.236
H 1.381 -1.968 1.891 0.235
H -0.051 0.928 1.290 0.227
H -1.450 -1.104 1.941 0.228
H -0.449 -2.024 0.777 0.201
H -2.763 -0.056 0.241 0.197
H -2.703 -1.966 -0.164 0.221
H -1.007 -1.059 -1.870 0.212
H -2.213 0.079 -2.112 0.197
H 0.193 0.867 -1.495 0.228
H -0.685 2.887 -0.967 0.221
H -1.652 2.345 0.376 0.206
H -2.275 1.917 -1.221 0.213
```

* charge: 0
* HOMO level: -10.49 eV
* SMILES: C#C[C@](C)(C#N)[C@@H]1CCC[C@H]1C

=====

Which of them is most stable? Easy: model A.